17
Properties=species:S:1:pos:R:3:forces:R:3 method="wB97M-V/def2-TZVPD" charge=0 e_lumo_ev="0.55 / -2.57" s_squared=0.757 homo_lumo_gap_ev="9.6 / 6.3" spin_multiplicity=2 relative_energy_kj_mol=212.7
H 1.843823 0.603372 -0.615260 0.7 1.1 0.1
O 1.895864 -0.840075 -1.249787 0.4 1.2 -1.3
C 1.132124 -1.449047 -0.351671 0.0 -1.8 1.8
C -0.236297 -0.828728 -0.227589 0.0 1.0 -0.5
C -0.482005 0.351316 0.344627 1.5 -0.2 -0.8
C -1.832267 0.926468 0.232583 -0.7 0.7 0.5
C 0.699851 1.148427 0.813074 0.1 1.3 1.5
O 1.743239 1.440312 -0.097208 -0.6 -0.9 -0.4
O -1.239761 -1.347152 -0.935008 -0.8 -1.4 -1.0
H -0.997418 -2.195000 -1.335919 -0.1 0.2 0.2
H 1.045950 -2.465714 -0.741081 -0.5 -0.6 0.6
H 1.540825 -1.442223 0.686655 0.2 -0.1 -0.5
H -1.880430 1.861497 0.783666 -0.1 0.1 0.1
H -2.106792 1.170417 -0.796147 0.1 -0.2 -0.1
H -2.592532 0.265278 0.644483 -0.1 -0.1 -0.1
H 0.339265 2.147158 1.121357 0.0 -0.5 0.2
H 1.126563 0.653692 1.723222 -0.2 0.2 -0.4

---

18
Properties=species:S:1:pos:R:3:forces:R:3 method="wB97M-V/def2-TZVPD" charge=0 smiles="CC(=O)P(C)(=O)C(C)=O" e_lumo_ev=-0.13 homo_lumo_gap_ev=9.1 relative_energy_kj_mol=18.7
C -1.089465 2.100868 -1.057701 0.3 0.2 -1.9
C -1.173867 1.003888 -0.104023 0.3 -0.8 -0.4
O -1.729754 1.043480 0.947375 -0.7 0.1 1.2
P -0.239931 -0.557151 -0.524426 -1.3 -3.0 2.5
C -1.386396 -1.939340 0.511598 2.5 1.8 -1.3
O 0.135287 -0.796470 -1.923443 0.4 0.3 -0.8
C 1.189413 -0.514767 0.800857 -0.4 -0.3 -0.6
C 2.566681 -0.170005 0.338241 -2.0 0.2 1.4
O 0.924585 -0.887141 1.903470 0.0 0.1 0.7
H -1.942071 2.747815 -1.031959 -0.6 0.2 0.1
H -0.255422 2.695202 -0.717850 0.6 0.3 -0.1
H -0.903555 1.745935 -2.107595 0.0 0.3 1.0
H -0.753184 -2.016460 1.381076 0.0 -0.6 0.2
H -2.151006 -1.291028 0.796492 -1.7 0.7 0.4
H -1.723850 -2.871899 0.076811 0.3 0.2 -0.4
H 3.102090 0.271550 1.120528 0.9 0.5 1.2
H 2.992510 -1.052824 0.024628 1.2 -2.0 -0.9
H 2.437935 0.488347 -0.434078 0.2 1.6 -2.3

---

18
Properties=species:S:1:pos:R:3:forces:R:3 method="wB97M-V/def2-TZVPD" charge=+1 e_lumo_ev=-5.37 homo_lumo_gap_ev=5.7 relative_energy_kj_mol=207.3
O 0.191981 1.263688 -0.581754 1.2 0.5 -0.8
C -0.469168 0.261859 -0.246939 2.1 -2.1 2.0
O -1.730339 0.202013 -0.489840 -0.4 -0.1 0.6
C -2.580245 -0.732204 0.233354 0.2 -0.4 0.2
C 0.386428 -1.624413 -0.182150 0.1 1.0 0.4
H 0.050853 -2.480600 0.420007 0.1 0.1 -0.6
C 1.848563 -1.721235 -0.556978 -0.4 0.0 -0.3
H 2.036567 -2.642573 -1.124629 0.0 0.2 0.2
H 2.172581 -0.935979 -1.273972 0.0 0.1 0.2
H 2.536817 -1.764756 0.319626 0.1 0.1 0.0
C -4.013303 -0.385968 -0.070273 -0.2 0.0 0.0
H -2.356565 -0.638500 1.302617 0.0 0.0 -0.2
H -2.311030 -1.742037 -0.096277 0.0 0.2 0.0
H -4.279430 0.596119 0.339974 0.1 -0.2 -0.2
H -4.656254 -1.144154 0.396241 0.1 0.2 -0.1
H -4.201289 -0.391841 -1.150982 0.1 0.0 0.3
Yb 2.159283 0.920982 0.570557 -1.3 -0.6 -0.5
O 0.266330 -0.464186 0.842746 -1.6 1.0 -1.2

---

19
Properties=species:S:1:pos:R:3:forces:R:3 method="wB97M-V/def2-TZVPD" charge=0 e_lumo_ev="0.30 / -1.22" s_squared=0.754 homo_lumo_gap_ev="9.9 / 8.3" spin_multiplicity=2 relative_energy_kj_mol=446.9
H 0.318354 1.444996 -1.826955 -0.9 -0.2 0.3
C -0.259136 0.513392 -1.797743 -1.0 -0.9 -1.0
C -0.878411 0.009953 -2.862924 -0.4 0.0 0.1
C -0.197647 -0.323329 -0.539235 -0.7 0.5 1.0
C -0.305193 -1.840045 -0.568815 -0.1 -0.1 -0.3
C -1.314882 0.159516 0.526736 3.1 4.1 0.3
O -1.273353 1.353085 0.861728 -0.8 -2.6 -0.8
O 1.100723 -1.019044 2.927873 -2.9 2.3 0.4
O -0.184495 -0.474943 3.063942 1.4 0.3 -0.1
H -0.283738 0.572546 3.116267 1.6 -2.5 -0.3
O 1.049356 0.068697 0.052961 0.9 0.0 -0.1
O 1.928298 0.201911 -1.118086 -0.4 -0.1 0.1
H 2.824608 0.086640 -0.805909 0.3 -0.2 0.9
H -1.241643 -1.034201 -2.794591 -0.1 0.9 -0.3
H -1.095181 0.608977 -3.758589 0.4 -0.5 0.3
H -1.342422 -2.171884 -0.790440 0.6 0.2 0.1
H 0.375504 -2.237335 -1.317323 0.0 -0.2 0.0
H -0.001067 -2.215542 0.427365 -0.3 0.2 -0.5
H -1.852203 -0.524192 1.161875 -0.7 -0.9 -0.3

---

20
Properties=species:S:1:pos:R:3:forces:R:3 method="wB97M-V/def2-TZVPD" charge=0 e_lumo_ev="-0.29 / -1.59" s_squared=0.753 homo_lumo_gap_ev="9.4 / 8.0" spin_multiplicity=2 relative_energy_kj_mol=10.0
C 1.672508 -0.458204 -3.659597 -0.3 0.2 1.1
O 1.331829 -0.154179 -2.523750 0.7 -0.6 -2.1
H 2.309837 -1.337957 -3.876158 -0.1 0.1 0.3
H 1.382177 0.112663 -4.563155 -0.1 0.1 0.4
H 1.447855 0.893124 1.581626 0.1 0.0 0.9
C 0.655050 0.164197 1.771126 -1.4 -1.7 2.6
O 0.350243 -0.365918 2.861452 1.0 1.5 -3.2
C -0.039160 -0.118419 0.435899 -1.4 -1.2 0.9
C -1.617184 -0.475086 0.557042 -0.1 0.4 -1.2
C -2.047400 -1.788869 1.126329 0.0 -0.3 0.5
O -2.468357 0.245838 0.079910 1.3 0.0 0.4
O 0.205698 3.623437 2.547497 -1.6 -0.4 -2.5
O 0.007980 1.021156 -0.344696 2.6 1.4 -0.5
O 1.488628 1.467206 -0.321426 -1.6 -1.0 -1.4
H 0.474519 -0.992013 -0.037673 -0.3 0.4 0.1
H -1.287233 -2.229972 1.746779 0.3 -0.4 0.2
H -2.930522 -1.614148 1.731564 0.0 0.2 0.3
H -2.419817 -2.494896 0.374679 0.5 0.3 -0.2
H -0.353926 3.480224 1.665526 1.6 0.4 2.4
H 1.837266 1.021807 -1.152982 -1.0 0.6 1.1

---

21
Properties=species:S:1:pos:R:3:forces:R:3 method="wB97M-V/def2-TZVPD" charge=0 e_lumo_ev="0.35 / -1.42" s_squared=0.754 homo_lumo_gap_ev="10.6 / 8.9" spin_multiplicity=2 relative_energy_kj_mol=155.5
H 2.254842 3.318052 -1.270297 -0.1 0.1 0.2
O 1.543928 2.740231 -1.577039 -0.4 -0.7 0.8
O 0.778515 2.480118 -0.341293 0.7 1.9 -0.3
C 0.937246 1.166483 0.095077 1.0 -1.1 0.1
C -0.320381 0.347606 -0.143708 -0.2 0.9 0.3
C -0.227426 -1.078960 0.436925 -0.8 0.3 -0.6
C -1.451460 -1.887322 0.054729 -0.4 -0.4 -0.1
C -0.099040 -1.001218 1.929928 -0.1 0.1 0.6
O -0.835987 -0.341384 2.595919 -0.7 0.6 0.3
O 0.936804 -1.748620 -0.072839 0.6 -1.2 0.1
O 0.992149 -3.002621 0.400614 0.1 1.4 -0.5
O -0.596207 0.302481 -1.512814 0.0 -0.1 -1.2
O -0.993146 1.627661 -1.968117 0.2 -0.8 0.2
H -0.143766 2.115601 -1.910649 -0.8 -0.3 -0.4
H 1.769489 0.739963 -0.477679 -0.1 -0.2 0.3
H 1.201904 1.210250 1.159283 0.0 -0.1 -0.1
H -1.182892 0.866400 0.308348 0.3 -0.4 0.4
H -2.364408 -1.457797 0.464942 0.1 0.1 0.0
H -1.530637 -1.918327 -1.029552 0.0 0.0 0.0
H -1.342325 -2.904099 0.427346 -0.1 0.0 0.0
H 0.672805 -1.574507 2.430869 0.6 -0.5 -0.1

---

195
Properties=species:S:1:pos:R:3:forces:R:3 method="wB97M-V/def2-TZVPD" charge=+1 e_lumo_ev="-2.36 / -8.35" s_squared=0.755 homo_lumo_gap_ev="8.2 / 2.2" spin_multiplicity=2
C -2.458761 4.133843 2.327017 -0.2 -0.9 0.9
C -1.756113 4.695176 3.579845 -1.3 -0.8 0.3
C -1.916961 6.169637 3.392267 -0.1 -0.5 -0.7
O -1.775546 6.299395 1.969054 1.0 1.7 -0.4
C -2.091096 5.132151 1.253068 -0.1 -0.7 0.7
H -3.538437 4.065203 2.459981 -0.1 0.4 0.3
H -2.187692 3.080905 2.249915 0.3 0.0 -0.8
H -0.709845 4.400409 3.660687 0.0 0.0 -0.1
H -2.313564 4.305011 4.431401 0.3 0.1 0.3
H -1.152028 6.723646 3.936367 -0.1 0.3 -0.4
H -2.918841 6.527008 3.630208 0.0 0.0 0.4
H -1.217162 4.738182 0.734290 0.2 0.3 -0.5
H -2.918790 5.357037 0.580432 0.1 -0.2 -0.2
C -3.760919 0.462412 5.896579 0.1 -0.3 -0.6
C -2.523216 1.385111 5.765752 -0.4 -0.7 0.5
C -1.881968 0.939615 4.449083 -1.2 0.5 1.0
O -3.024762 0.556739 3.667885 0.7 0.1 -1.5
C -4.167896 0.203164 4.406475 -0.1 0.7 1.5
H -4.490937 0.936397 6.552724 -0.3 -0.2 -0.3
H -3.540902 -0.528502 6.293800 0.4 0.2 0.4
H -1.908359 1.330813 6.664137 0.3 -0.2 -0.2
H -2.859878 2.420890 5.721903 -0.1 0.0 -0.3
H -1.172911 0.119128 4.559261 0.0 -0.1 -0.1
H -1.407573 1.811577 3.998818 0.1 -0.3 -0.4
H -4.472612 -0.820481 4.188757 0.3 -0.3 0.2
H -5.036516 0.802760 4.134259 0.1 0.4 -0.3
C -0.160192 0.458464 -5.875232 -1.2 -1.1 -0.3
C 1.271290 0.814270 -6.271355 -0.8 1.4 -0.4
C 2.003851 0.724569 -4.970573 0.9 -1.2 0.3
O 1.348119 -0.315206 -4.276202 -0.8 -0.5 0.6
C -0.074400 -0.138724 -4.476219 1.1 0.2 0.0
H -0.562332 -0.307529 -6.538274 0.1 0.0 -0.2
H -0.931411 1.228712 -5.869881 0.3 0.4 -0.3
H 1.298027 1.831196 -6.662836 0.2 0.0 -0.3
H 1.652179 0.140206 -7.038604 0.1 0.0 0.2
H 2.041113 1.602327 -4.325390 -0.2 0.6 -0.2
H 3.035300 0.404212 -5.117547 0.1 0.1 0.1
H -0.486986 0.552797 -3.741598 0.1 0.0 0.3
H -0.596511 -1.088439 -4.359868 0.3 0.0 0.0
C -1.622232 -3.330555 -2.755189 -0.7 0.7 -0.1
C -1.450331 -4.069630 -4.088562 0.1 0.0 -0.4
C -2.145290 -5.418197 -3.850860 -0.3 0.4 0.9
O -2.752322 -5.318964 -2.570900 -0.5 -0.3 1.4
C -2.861877 -3.970522 -2.143391 0.9 -0.5 -0.2
H -1.863138 -2.270588 -2.836022 0.5 0.3 -0.3
H -0.727036 -3.461836 -2.147337 -0.1 0.0 0.2
H -0.393693 -4.183620 -4.330671 0.0 -0.1 0.0
H -1.900647 -3.584602 -4.954619 -0.1 0.3 0.1
H -1.424120 -6.231181 -3.766734 -0.2 -0.2 -0.5
H -3.004406 -5.609056 -4.493971 0.6 -0.2 -0.8
H -2.891556 -3.895583 -1.056384 0.1 -0.4 0.1
H -3.784571 -3.506656 -2.492051 -0.2 0.1 -0.4
C 2.373076 -3.747929 -3.150460 -1.6 1.2 0.7
C 3.477878 -4.708401 -3.186244 1.0 -1.2 -1.1
C 4.538231 -4.142717 -2.237136 -0.2 -0.1 1.0
O 4.331846 -2.727605 -2.193382 0.1 -0.1 -0.4
C 3.049681 -2.455361 -2.731949 -0.1 0.5 -0.5
H 1.594294 -4.060465 -2.454814 0.0 0.1 0.4
H 1.836704 -3.563643 -4.081290 0.2 -0.3 -0.2
H 3.817470 -4.693621 -4.221896 0.7 -0.2 0.0
H 3.100154 -5.717700 -3.022726 0.5 -0.1 0.4
H 5.575966 -4.378054 -2.473389 -0.1 0.1 -0.4
H 4.400095 -4.411426 -1.189849 -0.2 -0.9 0.0
H 3.224471 -1.874364 -3.637483 -0.3 0.5 0.2
H 2.421565 -1.923869 -2.017048 0.2 0.4 0.0
C -6.346046 -1.888080 1.471954 0.8 0.5 0.5
C -5.508878 -1.313744 0.342990 0.2 1.2 0.5
C -4.073946 -1.662341 0.778142 -1.6 -0.7 0.2
O -4.284331 -3.038564 1.195653 0.9 -0.2 0.2
C -5.600535 -3.197386 1.746567 -1.2 0.2 -1.4
H -7.386870 -2.012189 1.173014 0.0 -0.1 0.3
H -6.234927 -1.198658 2.308882 -0.4 0.0 0.2
H -5.639630 -0.233240 0.283760 -0.1 0.1 -0.2
H -5.856705 -1.776404 -0.580618 0.7 0.0 -0.3
H -3.670501 -1.116546 1.631043 -0.5 0.5 0.2
H -3.335016 -1.469071 0.000502 0.1 -1.1 -0.3
H -5.684132 -3.571586 2.766907 0.7 0.3 0.1
H -6.165621 -3.900433 1.134605 0.5 -0.7 -0.1
C -0.829460 1.318312 0.152702 -1.0 0.6 0.8
C -0.377516 0.070869 -0.556631 0.1 0.0 -0.3
C 0.451001 -0.612289 0.536705 -0.5 -0.9 -0.8
O 0.840910 0.376558 1.454307 0.1 1.2 0.5
C 0.318680 1.655868 1.054902 1.0 0.0 -0.5
H -1.631838 1.150961 0.871212 -0.6 -0.5 -0.4
H -1.168674 2.113609 -0.511043 0.2 0.2 0.0
H 0.237912 0.307249 -1.424660 0.3 0.2 0.0
H -1.226494 -0.472824 -0.971020 0.1 -0.4 0.3
H 1.337367 -1.116921 0.152259 0.1 0.0 -0.1
H -0.161705 -1.373800 1.019201 0.0 0.0 0.4
H 1.040361 2.233541 0.477348 0.7 -0.1 -0.2
H 0.120357 2.295577 1.914866 -0.3 -0.4 0.3
C -5.000081 -0.892659 -4.561662 0.0 0.4 -0.9
C -5.260484 0.095965 -3.435684 -1.9 -1.5 0.1
C -3.965351 0.046448 -2.735328 0.4 -0.6 1.4
O -2.983258 0.040714 -3.712338 1.3 1.2 -1.5
C -3.576599 -0.450312 -4.932716 0.3 -0.4 0.3
H -5.725081 -0.833549 -5.373441 0.2 0.4 -0.2
H -5.078981 -1.940768 -4.272956 0.4 0.1 0.5
H -6.041202 -0.318027 -2.797580 -0.2 0.3 0.1
H -5.607172 1.046357 -3.841477 0.4 0.2 0.2
H -3.754594 -0.934653 -2.309737 -1.1 -0.3 1.0
H -3.857077 0.786317 -1.942262 0.5 0.3 -0.3
H -2.955325 -1.282433 -5.263906 0.0 0.1 -0.3
H -3.534259 0.391176 -5.624239 -0.2 -0.2 -0.4
C 1.571775 8.061842 1.355660 0.2 -0.6 0.9
C 1.910844 6.579297 1.636169 -1.2 -0.5 -0.2
C 1.606492 5.962502 0.294261 0.0 0.1 -0.7
O 2.169835 6.912137 -0.605822 0.7 -0.4 -1.0
C 1.862924 8.219091 -0.118593 -0.1 0.2 0.0
H 2.185794 8.711433 1.979448 -0.2 0.1 -0.1
H 0.510083 8.228502 1.537690 0.1 0.0 0.3
H 1.248935 6.140751 2.382931 0.2 0.1 0.3
H 2.950652 6.322472 1.838510 0.0 0.5 0.3
H 0.565882 5.832241 -0.002815 -0.6 0.3 0.7
H 2.015184 4.964444 0.136342 0.7 0.1 -0.1
H 0.995788 8.589971 -0.665066 0.0 0.2 0.0
H 2.692711 8.917554 -0.226799 0.2 -0.4 -0.6
C 2.918607 2.098856 3.468586 -0.6 -1.5 0.5
C 3.450778 3.284280 2.787343 0.6 1.1 -1.5
C 3.850201 4.185556 3.947170 0.3 -1.4 -0.2
O 4.309324 3.235777 4.939006 0.2 0.0 0.4
C 3.868496 1.897717 4.630547 0.1 0.6 -0.8
H 2.960227 1.202140 2.850315 -0.7 0.1 -0.1
H 1.926720 2.313891 3.866100 -0.3 -0.3 -0.2
H 2.833084 3.729840 2.007584 -0.8 0.3 0.5
H 4.286750 3.024422 2.137937 0.7 -0.2 0.5
H 2.983737 4.708586 4.351881 0.1 0.4 0.0
H 4.671545 4.831096 3.636087 -0.1 0.3 0.5
H 3.429393 1.350334 5.464608 -0.1 0.6 0.3
H 4.683340 1.266892 4.275312 0.6 0.2 0.1
C 4.054184 -1.540661 2.035055 0.6 -0.9 -0.3
C 4.056192 -2.003763 3.493046 -1.0 0.5 -1.1
C 2.787308 -2.907976 3.436332 1.3 0.5 0.6
O 2.962220 -3.653939 2.261748 0.2 -0.7 -0.9
C 3.654411 -2.867595 1.307617 0.1 1.5 -0.1
H 5.016083 -1.223187 1.632481 0.1 0.2 0.2
H 3.338088 -0.735368 1.871344 -0.2 -0.2 -0.1
H 3.972152 -1.170352 4.190523 0.2 -0.2 0.2
H 4.973549 -2.582278 3.602052 -0.2 -0.2 0.6
H 1.849831 -2.363939 3.321155 0.0 0.3 0.6
H 2.814469 -3.566132 4.304777 -0.5 -0.2 -0.1
H 3.094625 -2.517877 0.440186 -0.9 -0.6 -0.1
H 4.476093 -3.428160 0.861874 0.3 -0.1 0.5
C 5.877670 0.673890 -1.686931 -0.3 -1.6 0.0
C 5.560432 1.500689 -0.476920 0.3 0.3 1.3
C 4.118051 1.954566 -0.676897 0.3 0.8 -0.4
O 4.002413 2.063026 -2.098794 -0.7 0.2 0.3
C 4.703996 0.962712 -2.600067 0.8 -0.3 -2.4
H 5.844357 -0.393488 -1.468523 0.1 -0.1 0.2
H 6.879773 0.846536 -2.079480 -0.3 0.4 -0.2
H 6.282235 2.317044 -0.451196 -0.4 0.3 0.3
H 5.659309 0.926231 0.444119 0.1 0.1 0.1
H 3.882558 2.960654 -0.329863 0.1 -0.1 0.5
H 3.401431 1.242146 -0.268236 -0.1 -0.2 0.0
H 5.066310 1.219917 -3.595392 0.0 0.3 -0.2
H 4.068162 0.101807 -2.806592 -0.3 -0.2 0.7
C 0.623338 -5.003076 0.754663 0.3 0.3 1.8
C -0.647941 -5.739414 0.362556 0.5 0.2 -0.7
C -0.097386 -6.440851 -0.887091 -0.9 -0.3 0.6
O 1.187738 -6.907016 -0.495102 0.0 -0.6 -0.2
C 1.795740 -5.970460 0.407931 -1.5 1.0 -0.8
H 0.603793 -4.766961 1.818602 0.2 0.0 0.1
H 0.760726 -4.023937 0.295858 -0.1 -0.1 -0.5
H -1.548104 -5.140087 0.226094 0.3 0.3 -0.4
H -0.950345 -6.436255 1.144267 0.4 -0.4 -0.1
H -0.035889 -5.770145 -1.744105 0.1 0.4 0.0
H -0.762180 -7.242729 -1.208239 0.4 -0.4 0.1
H 2.529688 -5.395302 -0.156527 0.4 -0.1 0.2
H 2.248897 -6.465078 1.267050 -0.1 -0.1 -0.2
C -1.903030 -5.007891 4.215210 0.9 -1.8 2.1
C -2.796807 -3.852640 4.125769 -1.6 -0.2 -0.4
C -1.906164 -2.858546 3.405622 -1.3 -0.5 -0.1
O -0.610745 -3.222044 3.826556 1.8 1.6 -0.7
C -0.600458 -4.359798 4.683915 -0.5 0.5 -0.8
H -1.884048 -5.474075 3.230117 0.8 -0.1 0.0
H -2.227214 -5.766760 4.927337 -0.2 -0.1 0.0
H -3.114318 -3.494223 5.104959 0.2 0.2 0.1
H -3.689065 -4.225396 3.622733 -0.2 0.7 -0.3
H -2.324405 -1.884465 3.659275 1.1 0.6 0.3
H -1.957974 -2.909616 2.318058 0.0 -0.3 -0.1
H -0.545945 -3.901275 5.671270 -0.8 -0.7 0.7
H 0.312461 -4.952477 4.625499 0.0 0.1 -0.8
C 0.365787 3.792092 -2.759409 0.0 0.8 0.6
C -0.420627 3.687214 -4.035373 -1.2 -0.4 -0.7
C -0.049434 4.955604 -4.790885 0.4 -1.6 -0.5
O 1.371776 4.954871 -4.565350 0.7 0.7 1.2
C 1.676769 4.483328 -3.210570 -1.7 -1.2 -0.6
H 0.433352 2.832887 -2.246115 0.6 0.1 -0.1
H -0.113224 4.495029 -2.077845 -0.2 -0.1 0.2
H -1.506426 3.604117 -3.988057 -0.1 0.2 0.6
H -0.154980 2.778079 -4.574811 0.4 0.2 -0.3
H -0.531118 5.846700 -4.388365 0.3 0.3 0.4
H -0.208002 4.939061 -5.869167 0.2 0.1 0.0
H 1.868909 5.370918 -2.607763 0.4 0.8 0.1
H 2.572580 3.863507 -3.172630 0.4 0.0 -0.5